{
  "formula": "C20H40Cl20",
  "method": "ωB97M-V/def2-TZVPD",
  "charge": 0,
  "relative_energy_kcal_mol": 54.3,
  "fmax_ev_per_a": 2.93,
  "lumo_ev": 0.21,
  "e_homo_ev": -10.311,
  "symbols": ["Cl", "Cl", "Cl", "Cl", "Cl", "Cl", "Cl", "Cl", "Cl", "Cl", "Cl", "Cl", "Cl", "Cl", "Cl", "Cl", "Cl", "Cl", "Cl", "Cl", "C", "C", "C", "C", "C", "C", "C", "C", "C", "C", "C", "C", "C", "C", "C", "C", "C", "C", "C", "C", "H", "H", "H", "H", "H", "H", "H", "H", "H", "H", "H", "H", "H", "H", "H", "H", "H", "H", "H", "H", "H", "H", "H", "H", "H", "H", "H", "H", "H", "H", "H", "H", "H", "H", "H", "H", "H", "H", "H", "H"],
  "xyz": [[-0.772, 9.434, -0.559], [-4.895, -3.027, -5.741], [-1.192, 2.039, 0.017], [-3.867, -3.123, 2.662], [-3.151, 7.005, 0.553], [-8.942, 1.914, -2.685], [-3.232, 3.794, 1.426], [1.063, -2.203, 3.032], [-1.641, 1.245, 4.268], [-6.285, 6.615, -2.366], [-8.680, 6.614, 2.847], [-1.591, -1.113, 1.077], [-2.802, -0.548, -2.801], [-3.493, 5.252, -3.493], [-5.654, 1.792, -2.411], [-5.509, 7.131, 4.696], [2.984, 0.275, -0.147], [-1.345, 4.251, 5.234], [-2.583, 8.025, 5.964], [-7.463, 4.111, 0.877], [-3.890, -2.400, -4.434], [-7.494, 6.796, 1.621], [-3.698, -1.372, 2.818], [1.910, -1.661, 1.573], [1.861, -0.139, 1.325], [-6.612, 5.621, 1.452], [0.033, 3.259, 4.663], [-6.883, 1.207, -1.169], [-8.080, 0.621, -1.820], [-3.222, -0.683, 1.536], [-2.753, 2.385, -0.832], [-3.981, 6.384, 4.173], [-2.812, 7.403, 4.287], [-1.855, 9.416, 0.881], [-3.309, 3.688, -0.334], [-5.388, 7.137, -3.814], [-3.206, 8.777, 0.640], [-3.680, -0.833, -4.376], [-0.365, 2.297, 3.588], [-3.835, 6.968, -3.702], [-4.589, -0.903, 3.237], [1.424, -2.203, 0.761], [-3.280, 7.401, -4.535], [-1.875, 6.934, 3.988], [0.535, 1.772, 3.269], [2.266, 0.359, 2.205], [-3.025, 8.245, 3.628], [-2.810, 4.484, -0.886], [-2.902, -2.857, -4.394], [-2.845, -1.266, 3.489], [-3.939, 5.549, 4.873], [-3.893, -0.928, 0.712], [-4.408, -2.699, -3.522], [-4.211, 5.999, 3.179], [-5.950, 6.656, -4.614], [-2.698, 2.293, -1.916], [-3.272, 0.386, 1.743], [-6.887, 7.647, 1.931], [-8.045, 7.027, 0.710], [2.964, -1.916, 1.458], [-4.345, 3.681, -0.675], [-6.324, 0.766, -0.344], [0.552, 2.698, 5.440], [-3.048, -0.427, -5.166], [-4.650, -0.355, -4.239], [-3.512, 7.449, -2.778], [-5.659, 8.170, -4.033], [-8.786, 0.200, -1.104], [-1.284, 9.012, 1.717], [-3.723, 9.216, -0.214], [0.830, 0.204, 1.233], [-3.869, 8.978, 1.482], [-2.051, 10.472, 1.066], [-6.056, 5.192, 2.286], [-0.804, 2.907, 2.798], [-5.906, 5.679, 0.623], [-7.143, 2.194, -0.787], [-7.709, -0.017, -2.621], [-3.462, 1.627, -0.499], [0.803, 3.999, 4.443]],
  "forces_ev_per_angstrom": [[-0.3, -0.3, 0.2], [0.2, 0.2, -0.4], [0.0, 0.0, -1.0], [-0.4, -0.3, -0.2], [0.1, 0.0, -0.3], [-0.4, 0.2, -0.1], [-0.3, 0.3, 0.1], [0.6, 0.3, 0.2], [0.4, -0.3, -0.4], [0.3, 0.1, 0.3], [-1.2, -0.4, 1.3], [0.3, -0.4, -0.1], [-0.1, -0.1, -0.5], [0.5, -0.5, -0.3], [-0.3, -0.7, 0.2], [-0.6, 0.6, -0.1], [-1.5, -0.4, 1.6], [0.2, -0.2, 0.2], [-0.1, -0.3, -0.6], [-0.5, 0.2, 0.1], [0.6, 1.3, 1.1], [0.5, 0.7, -0.6], [1.6, 0.4, -0.1], [0.2, 0.5, -1.8], [0.4, -0.5, 0.3], [0.9, -2.3, -1.0], [1.0, 0.4, 0.9], [1.1, 2.7, 0.5], [0.4, -0.2, -0.7], [-1.5, 0.0, 0.4], [-0.3, -0.9, 1.2], [0.0, 0.3, 0.9], [-0.7, -0.8, -0.2], [-0.1, 0.7, -0.3], [-0.1, 0.0, -1.5], [0.1, 0.7, -0.7], [-0.1, 0.2, 0.4], [-0.4, -1.6, 0.8], [-0.3, 1.3, 0.0], [-1.8, 0.1, 0.5], [0.0, -0.2, -0.2], [-0.1, 0.2, -0.1], [-0.3, -0.3, -0.1], [-0.1, 0.0, 0.0], [-0.4, -0.4, -0.1], [0.4, 0.1, -0.3], [0.1, 0.1, 0.2], [0.1, 0.4, 0.8], [-0.2, -0.2, -0.4], [-0.4, 0.2, 0.4], [0.7, 0.0, -0.2], [0.1, 0.1, -0.1], [0.1, 0.2, 0.0], [0.8, 0.2, -0.1], [0.9, -0.7, -0.2], [0.4, 0.3, 0.2], [0.2, 0.1, -0.2], [0.2, 0.0, -0.3], [0.4, 0.0, -0.1], [0.0, -0.5, 1.0], [-0.2, 0.3, 0.3], [-0.3, -0.9, -0.5], [-0.8, 0.0, 0.7], [-0.4, -0.1, 0.0], [0.3, 0.2, -0.4], [0.0, 0.1, -0.1], [0.4, 0.3, 0.6], [0.3, -0.3, -0.2], [-0.2, -0.2, -0.1], [0.3, -0.3, -0.3], [0.2, 0.2, -0.8], [0.2, 0.2, 0.2], [0.1, 0.0, 0.2], [-0.3, 0.8, 0.4], [0.0, -0.6, -0.4], [0.1, 0.9, 0.2], [-0.3, -0.2, 0.3], [-0.6, -0.6, 0.4], [0.3, -0.4, -0.1], [-0.2, -0.1, -1.0]],
  "lowdin_charge": [0.529, 0.548, 0.544, 0.554, 0.601, 0.559, 0.579, 0.551, 0.589, 0.539, 0.603, 0.581, 0.534, 0.582, 0.557, 0.560, 0.466, 0.578, 0.529, 0.550, -0.702, -0.732, -0.682, -0.701, -0.574, -0.638, -0.660, -0.598, -0.638, -0.694, -0.668, -0.656, -0.654, -0.643, -0.713, -0.651, -0.646, -0.562, -0.644, -0.616, 0.082, 0.056, 0.078, 0.044, 0.069, 0.055, 0.039, 0.020, 0.062, 0.019, 0.037, 0.062, 0.050, -0.002, 0.061, 0.046, 0.040, 0.059, 0.071, 0.061, 0.040, 0.079, 0.077, 0.071, 0.028, 0.046, 0.065, 0.084, 0.066, 0.075, -0.006, 0.061, 0.071, 0.035, 0.013, 0.013, -0.040, 0.060, 0.023, 0.073]
}